Below is a cluster of 2 separate species, C3H3O2 in total in a non-equilibrium geometry, with properties calculated with ωB97M-V/def2-TZVPD.

## Properties
HOMO energy: -15.92 eV
lowest unoccupied orbital energy: -0.21744 hartree
charge: +1
total energy: -7244.0009 eV
gap between HOMO and LUMO: 10.01 eV
relative energy (zero: lowest compared OMol25 entry of this formula, charge and spin): 37.9 kcal/mol

Positions of all 8 atoms, in Å:
1 C -0.24 0.81 0.43
2 C -0.44 -1.18 -0.45
3 C 1.07 0.80 0.22
4 O -0.41 -1.92 0.41
5 O 2.09 0.57 -0.17
6 H -0.72 0.59 1.31
7 H -0.49 -1.05 -1.54
8 H -0.85 1.39 -0.22

From a Mulliken analysis of the wavefunction, the atomic charges in e read: -1.094, 0.292, 0.864, -0.114, -0.126, 0.407, 0.393, 0.379

---

Below is a structure of composition C5H12O3 in a non-equilibrium geometry, with properties calculated with ωB97M-V/def2-TZVPD.

## Properties
HOMO energy: -8.52 eV
lowest unoccupied orbital energy: -0.18881 hartree
total energy: -11513.6119 eV
gap between HOMO and LUMO: 3.38 eV
relative energy (zero: lowest compared OMol25 entry of this formula, charge and spin): 211.1 kcal/mol

Positions of all 20 atoms, in Å:
1 O -1.36 -1.89 -1.72
2 C -0.30 -1.28 -1.80
3 O 0.94 -1.66 -1.69
4 C 0.20 1.80 2.00
5 C 1.42 1.19 1.40
6 C 1.18 -0.03 0.52
7 C -0.15 -0.69 0.79
8 H -0.38 -0.10 -1.82
9 H -0.23 1.34 2.90
10 H 0.24 2.89 2.34
11 H 1.82 1.96 0.79
12 H 2.15 0.96 2.20
13 H 1.18 0.26 -0.54
14 H 1.95 -0.76 0.48
15 H -0.11 -1.79 0.50
16 H -1.03 -0.24 0.24
17 H -0.46 -0.64 1.91
18 H -0.65 1.76 0.79
19 H -2.47 1.90 0.46
20 O -1.59 1.87 -0.04

Mulliken population analysis, charges in e, atoms 1 to 8: -0.521, 0.192, -0.536, -0.567, -0.441, -0.467, -1.313, 0.253

---

Below is a structure of composition C24H19Cl2N3O4Rh, with properties calculated with ωB97M-V/def2-TZVPD.

## Properties
HOMO energy: -10.73 eV
lowest unoccupied orbital energy: -0.13509 hartree
charge: +1
total energy: -65903.1896 eV
gap between HOMO and LUMO: 7.05 eV
relative energy (zero: lowest compared OMol25 entry of this formula, charge and spin): 44.0 kcal/mol

Positions of all 53 atoms, in Å:
1 Rh -0.10 0.44 0.69
2 C -0.32 3.70 4.70
3 O 0.21 3.52 3.37
4 C 0.06 2.39 2.74
5 O 0.41 2.30 1.56
6 N -0.49 1.33 3.41
7 N -0.55 0.11 2.70
8 H -0.25 4.76 4.90
9 H 0.28 3.16 5.43
10 H -1.37 3.39 4.74
11 H -0.54 1.30 4.42
12 H -1.48 -0.30 2.78
13 H 0.14 -0.55 3.05
14 Cl 2.15 -6.33 0.70
15 C 1.77 -4.73 0.17
16 C 1.05 -4.48 -0.93
17 C 0.81 -3.08 -1.38
18 Cl -0.71 -3.01 -2.28
19 C 0.90 -1.94 -0.30
20 O -0.28 -1.47 0.24
21 C 1.86 -2.37 0.78
22 C 2.37 -1.31 1.63
23 O 1.98 -0.15 1.55
24 C 2.26 -3.63 1.00
25 H 0.65 -5.30 -1.52
26 H 3.15 -1.56 2.36
27 H 2.94 -3.87 1.81
28 C -3.83 2.55 0.83
29 C -3.83 3.19 -0.41
30 C -2.84 2.89 -1.32
31 C -1.84 1.97 -1.00
32 C -1.81 1.36 0.26
33 C -2.83 1.65 1.16
34 C -0.84 1.47 -1.93
35 C -0.89 1.57 -3.31
36 C -0.07 0.77 -4.08
37 C 0.78 -0.15 -3.46
38 C 1.51 -1.18 -4.21
39 C 2.05 -2.23 -3.61
40 C 2.01 -2.37 -2.12
41 C 1.71 -1.08 -1.33
42 C 0.84 -0.13 -2.07
43 N 0.09 0.68 -1.34
44 H -4.62 2.76 1.54
45 H -4.60 3.90 -0.65
46 H -2.84 3.37 -2.30
47 H -2.87 1.17 2.13
48 H -1.63 2.20 -3.77
49 H -0.13 0.79 -5.16
50 H 1.55 -1.07 -5.29
51 H 2.55 -3.00 -4.19
52 H 2.92 -2.84 -1.76
53 H 2.57 -0.55 -0.92

Mulliken population analysis, charges in e, atoms 1 to 8: -0.353, -0.862, -0.322, 0.752, -0.495, -0.111, -0.600, 0.251

---

Below is a structure of composition C34H28CsN7O3S, with properties calculated with ωB97M-V/def2-TZVPD.

## Properties
HOMO energy: -1.12 eV
lowest unoccupied orbital energy: 0.14869 hartree
charge: -2
total energy: -63669.7520 eV
gap between HOMO and LUMO: 5.17 eV
relative energy (zero: lowest compared OMol25 entry of this formula, charge and spin): 4.7 kcal/mol

Positions of all 74 atoms, in Å:
1 Cs 0.63 -0.10 -0.20
2 C -3.39 1.58 -1.33
3 C -3.66 2.77 -0.68
4 C -2.62 3.64 -0.42
5 C -1.32 3.31 -0.82
6 N -1.06 2.17 -1.45
7 C -2.07 1.32 -1.68
8 N -0.37 4.30 -0.61
9 C 0.91 4.17 -0.51
10 N 1.76 3.09 -0.48
11 C 3.03 3.56 -0.38
12 N 4.21 3.02 -0.35
13 C 4.53 1.68 -0.39
14 C 5.90 1.38 -0.53
15 C 6.32 0.07 -0.55
16 C 5.38 -0.95 -0.43
17 C 4.05 -0.57 -0.30
18 N 3.63 0.70 -0.28
19 C 3.02 5.07 -0.31
20 C 4.03 6.00 -0.19
21 C 3.67 7.34 -0.16
22 C 2.33 7.72 -0.24
23 C 1.32 6.77 -0.36
24 C 1.70 5.44 -0.39
25 H -4.15 0.83 -1.52
26 H -4.67 3.01 -0.37
27 H -2.78 4.59 0.08
28 H -1.82 0.39 -2.17
29 H 6.59 2.21 -0.61
30 H 7.37 -0.16 -0.66
31 H 5.65 -1.99 -0.44
32 H 3.28 -1.33 -0.20
33 H 5.06 5.67 -0.13
34 H 4.43 8.10 -0.06
35 H 2.07 8.78 -0.21
36 H 0.28 7.04 -0.43
37 C -6.17 0.77 1.77
38 N -5.10 0.13 2.50
39 C -5.54 -0.88 3.43
40 C -3.87 -0.14 1.75
41 C -3.83 -1.18 0.63
42 C -4.94 -1.97 0.32
43 C -4.86 -2.93 -0.69
44 C -3.67 -3.09 -1.37
45 C -2.58 -2.27 -1.04
46 C -2.60 -1.27 -0.06
47 H -6.88 1.23 2.47
48 H -6.75 0.10 1.12
49 H -5.76 1.56 1.14
50 H -6.22 -0.44 4.16
51 H -4.67 -1.27 3.97
52 H -6.05 -1.74 2.97
53 H -3.11 -0.43 2.49
54 H -3.52 0.81 1.34
55 H -5.87 -1.85 0.86
56 H -5.72 -3.54 -0.92
57 H -3.57 -3.85 -2.14
58 H -1.66 -2.45 -1.60
59 O 1.93 -3.29 -2.56
60 C 1.83 -3.67 -1.40
61 N 1.25 -3.00 -0.38
62 S 1.39 -3.74 1.02
63 O 0.15 -4.20 1.58
64 O 2.24 -2.96 1.90
65 C 2.27 -5.17 0.41
66 C 2.73 -6.30 1.06
67 C 3.37 -7.27 0.29
68 C 3.52 -7.10 -1.08
69 C 3.04 -5.96 -1.72
70 C 2.41 -5.00 -0.95
71 H 2.60 -6.41 2.13
72 H 3.74 -8.17 0.77
73 H 4.02 -7.87 -1.66
74 H 3.15 -5.80 -2.78

Mulliken population analysis, charges in e, atoms 1 to 8: 1.210, -0.585, -0.506, -0.421, 0.139, -0.540, -0.445, -0.437